Record 1
Density functional theory data (the ωB97M-V functional and the def2-TZVPD basis) for C3H4FNO3S in the gas phase in a non-equilibrium geometry.

The geometry in XYZ format:
```
13
Properties=species:S:1:pos:R:3
C -1.379 0.822 0.123
C -1.798 -0.469 -0.310
C 1.274 -1.062 0.791
N -0.044 1.135 -0.127
O -2.108 1.639 0.662
O 0.847 -0.649 -1.721
O 2.378 0.899 -0.545
F 1.742 -0.542 1.916
S 1.192 0.103 -0.559
H -2.801 -0.776 -0.078
H -1.169 -1.080 -0.929
H 1.605 -2.076 0.612
H 0.261 2.054 0.163
```

The gap between HOMO and LUMO (spin up / spin down) comes out at 8.68 / 8.39 eV.

Record 2
Density functional theory data (the ωB97M-V functional and the def2-TZVPD basis) for C3H4FNS in the gas phase in a non-equilibrium geometry.

The geometry in XYZ format:
```
10
Properties=species:S:1:pos:R:3
C 1.036 -0.162 -1.528
C -0.160 0.252 -1.150
F -1.210 0.270 -1.919
C -0.548 0.461 0.264
N -0.243 -0.469 1.169
S -0.935 -0.229 2.721
H 1.841 -0.254 -0.810
H 1.297 -0.461 -2.557
H -1.153 1.390 0.424
H 0.073 -0.798 3.384
```

The SMILES is C=C(F)/C=N/S. The gap between HOMO and LUMO comes out at 9.34 eV.

Record 3
Density functional theory data (the ωB97M-V functional and the def2-TZVPD basis) for C3H4FNS in the gas phase in a non-equilibrium geometry.

The geometry in XYZ format:
```
10
Properties=species:S:1:pos:R:3
C 0.129 -1.423 -0.091
C 1.085 -0.797 -0.675
C -0.206 1.139 0.538
N -1.162 0.125 0.320
F -1.781 0.200 -0.869
S 1.306 1.017 -0.447
H -0.675 -2.011 0.270
H 1.821 -1.381 -1.118
H -0.562 2.143 0.415
H 0.045 0.989 1.656
```

The gap between HOMO and LUMO comes out at 9.14 eV.

Record 4
Density functional theory data (the ωB97M-V functional and the def2-TZVPD basis) for a molecular structure, C3H4FO2Tl in a non-equilibrium geometry.

The geometry in XYZ format:
```
11
Properties=species:S:1:pos:R:3
O 0.382 -0.460 0.946
Tl 1.446 1.743 -1.408
C 1.158 0.551 0.731
C -0.034 -0.926 2.154
H 0.369 -0.493 3.064
H -0.712 -1.771 2.083
F 1.653 0.992 1.874
C -1.081 0.085 -2.348
O -0.359 1.042 -2.523
H -2.024 -0.031 -2.915
H -0.798 -0.731 -1.657
```

The gap between HOMO and LUMO (spin up / spin down) comes out at 8.70 / 8.13 eV. The spin multiplicity is 2. The expectation value of S² is 0.759. The charge is +1.

Record 5
Density functional theory data (the ωB97M-V functional and the def2-TZVPD basis) for a gas-phase ion, C3H4FO3P (charge -2) in a non-equilibrium geometry.

The geometry in XYZ format:
```
12
Properties=species:S:1:pos:R:3
C -0.653 0.472 1.622
C -0.390 0.887 0.415
F -1.610 0.703 -0.344
C 0.711 1.180 -0.488
P 2.236 0.145 0.058
O 1.845 -1.312 -0.098
O 3.346 0.615 -0.832
O 2.363 0.554 1.518
H -1.694 0.208 1.884
H 0.118 0.621 2.332
H 1.053 2.094 -0.176
H 0.424 0.962 -1.529
```

The SMILES is C=C(F)CP(=O)([O-])[O-]. The gap between HOMO and LUMO comes out at 6.07 eV. The charge is -2.

Record 6
Density functional theory data (the ωB97M-V functional and the def2-TZVPD basis) for a molecular structure, C3H4FO3Sm.

The geometry in XYZ format:
```
12
Properties=species:S:1:pos:R:3
C -0.042 -0.267 2.732
C -0.166 -0.765 1.494
H 0.623 0.587 2.874
H -0.737 -0.552 3.526
F -1.051 -1.729 1.242
H 0.420 -0.495 0.604
Sm 2.160 -2.015 3.829
O 0.290 1.634 -3.507
C 0.081 1.184 -2.216
O -1.020 1.456 -1.701
O 1.046 0.566 -1.726
H -0.501 2.112 -3.779
```

The gap between HOMO and LUMO (spin up / spin down) comes out at 4.98 / 4.41 eV. The spin multiplicity is 8. The expectation value of S² is 15.756.

Record 7
Density functional theory data (the ωB97M-V functional and the def2-TZVPD basis) for a molecular structure, C3H4FeLiO4 in a non-equilibrium geometry.

The geometry in XYZ format:
```
13
Properties=species:S:1:pos:R:3
H 1.781 1.162 1.821
C 1.389 0.581 0.975
C 2.373 0.505 -0.123
O 1.350 1.488 -0.219
H 3.374 0.928 0.008
H 2.314 -0.297 -0.866
O -1.330 0.060 -0.637
C -2.426 -0.566 -0.441
O -3.286 -0.912 -1.225
Li -0.210 1.406 -1.288
H -2.816 -2.252 0.394
Fe -0.331 -0.619 1.020
O -2.182 -1.483 0.581
```

The gap between HOMO and LUMO (spin up / spin down) comes out at 9.92 / 5.47 eV. The spin multiplicity is 6. The expectation value of S² is 8.759. The charge is +2.

Record 8
Density functional theory data (the ωB97M-V functional and the def2-TZVPD basis) for a molecular structure, C3H4GaO4 in a non-equilibrium geometry.

The geometry in XYZ format:
```
12
Properties=species:S:1:pos:R:3
C -0.820 -0.401 0.211
O -1.591 -1.048 0.901
O -0.541 0.878 0.395
C 0.361 1.252 -0.603
O -0.617 -0.621 -1.208
C 0.111 0.431 -1.659
Ga -2.566 -0.935 2.281
H 0.625 0.335 -2.613
H 0.663 2.295 -0.595
O 1.240 -1.006 0.789
H 1.335 -0.960 1.746
H 1.799 -0.220 0.354
```

The gap between HOMO and LUMO (spin up / spin down) comes out at 9.76 / 3.63 eV. The spin multiplicity is 2. The expectation value of S² is 0.767. The charge is +2.

Record 9
Density functional theory data (the ωB97M-V functional and the def2-TZVPD basis) for a molecular structure, C3H4GdO3 in a non-equilibrium geometry.

The geometry in XYZ format:
```
11
Properties=species:S:1:pos:R:3
H 0.627 0.394 -1.719
H -1.672 2.126 0.599
C -1.147 1.429 -0.071
C 0.094 0.975 0.341
O 0.106 -0.453 0.459
C 1.078 -1.030 1.113
O 1.258 -2.196 0.527
Gd -1.222 -0.897 -2.282
O -1.837 0.791 -0.985
H 0.674 1.474 1.116
H 2.040 -2.616 0.901
```

The gap between HOMO and LUMO (spin up / spin down) comes out at 4.92 / 6.54 eV. The spin multiplicity is 9. The expectation value of S² is 20.042.

Record 10
Density functional theory data (the ωB97M-V functional and the def2-TZVPD basis) for a molecular structure, C3H4I4 in a non-equilibrium geometry.

The geometry in XYZ format:
```
11
Properties=species:S:1:pos:R:3
C -0.069 -0.992 0.849
C -0.601 -0.117 -0.192
C 0.579 0.864 -0.655
I -2.450 0.768 0.287
I 1.250 2.177 1.019
I 2.260 -0.392 -1.381
I -0.130 2.074 -2.240
H -0.703 -1.849 0.874
H 0.891 -1.359 0.660
H -0.201 -0.430 1.799
H -0.826 -0.744 -1.019
```

The gap between HOMO and LUMO comes out at 8.12 eV.

Record 11
Density functional theory data (the ωB97M-V functional and the def2-TZVPD basis) for a molecular structure, C3H4IN in a non-equilibrium geometry.

The geometry in XYZ format:
```
9
Properties=species:S:1:pos:R:3
C 1.060 0.469 -0.050
C -0.052 1.204 0.165
C 0.144 -0.643 -0.413
N -0.946 0.161 -0.288
I -2.812 -0.262 0.095
H 2.224 0.503 0.025
H -0.311 2.107 0.735
H 0.206 -1.347 -1.136
H 0.487 -2.192 0.866
```

The gap between HOMO and LUMO (spin up / spin down) comes out at 7.91 / 7.86 eV.

Record 12
Density functional theory data (the ωB97M-V functional and the def2-TZVPD basis) for a molecular structure, C3H4IN in a non-equilibrium geometry.

The geometry in XYZ format:
```
9
Properties=species:S:1:pos:R:3
C 0.216 0.124 -1.608
C -0.842 0.149 -0.422
C 1.134 -0.031 -0.641
N 0.073 0.052 0.462
I -0.678 -0.061 3.611
H 0.000 0.010 -2.580
H -1.828 0.092 -0.170
H 2.154 -0.227 -0.695
H -0.230 -0.107 2.043
```

The gap between HOMO and LUMO comes out at 8.10 eV.

no.,electronic energy (Eh)
1,-895.10411
2,-669.44675
3,-669.31459
4,-539.12720
5,-783.67106
6,-1100.08952
7,-1688.13228
8,-2341.60871
9,-1107.69036
10,-1307.44835
11,-468.91177
12,-468.99535